DFT (ωB97M-V with the def2-TZVPD basis set) results for a 2-piece molecular cluster, C8H22P3 overall at a distorted geometry.

Structure (XYZ):
```
33
Properties=species:S:1:pos:R:3:forces:R:3:mulliken_charge:R:1
C 0.3450 2.0520 2.1204 -1.84 -0.43 -1.10 -1.232
C 0.9714 3.1921 -0.3980 -1.58 2.23 1.66 -0.589
H 2.6920 -1.5787 -1.1849 -0.36 -1.09 0.71 0.328
P 0.1695 0.0669 -0.3476 -0.40 -0.48 1.83 0.101
H 3.1121 3.3136 -0.3826 0.56 0.51 -0.24 0.361
H -2.8090 0.5471 0.1617 -0.41 -1.28 -0.48 0.193
C 2.3305 -2.3842 -0.4905 0.23 2.52 0.89 -0.376
H 2.2516 1.7517 -0.3785 1.41 0.88 1.12 0.132
H -4.8440 -1.0242 0.7938 0.89 0.20 -0.75 0.357
H 2.6714 -2.2601 0.5864 -0.50 -0.36 -1.56 0.307
H 1.4520 -4.2815 -0.2280 -0.33 -0.76 0.12 0.312
C -3.7604 -1.2263 0.9611 -0.72 -0.51 -0.88 -1.424
H 2.4447 2.7425 1.1077 0.21 0.01 2.13 0.265
H -0.4437 -1.0874 -2.6427 0.24 -1.83 -0.38 0.057
H -1.2458 -0.9733 1.5113 0.68 0.38 2.79 0.738
H 1.2853 1.5085 2.1335 0.02 0.35 0.51 0.438
C -1.2541 -0.8351 0.4980 -0.81 -1.84 -4.30 -1.088
C 1.6404 -3.5471 -0.9722 0.04 0.70 -4.47 -0.658
H 0.6591 4.2134 -0.0581 0.14 -0.51 0.06 0.339
H -3.6863 -2.3129 0.9338 0.18 -0.08 0.35 0.333
P -0.3533 0.2330 -2.4194 0.03 2.23 -0.34 -0.100
H 2.3173 -3.8789 -1.9102 -0.87 -0.07 2.14 0.327
H 0.2876 3.0751 2.5717 0.29 -1.08 -0.27 0.400
P -0.2960 2.1320 0.3498 -0.03 0.23 0.42 0.071
H 0.8580 3.3025 -1.4403 0.12 -0.37 -1.43 0.505
H -1.1084 -1.8609 0.1093 0.49 0.00 0.29 0.319
H -2.9201 -0.8192 -0.9691 0.16 -0.29 -1.13 0.399
H 0.7506 -3.3270 -1.7576 1.34 -0.23 2.18 0.222
H 1.0207 0.4812 -2.7905 -0.56 -0.42 0.03 0.123
H -0.4824 1.3993 2.4685 0.70 0.44 0.80 0.347
C 2.3050 2.8011 0.0917 0.28 -2.48 -3.78 -0.801
C -2.7219 -0.5877 0.0449 -0.08 3.40 1.45 -0.099
H -3.6388 -0.8278 1.9262 0.48 0.05 1.60 0.391
```
Forces are in eV/Å.

Energy above the lowest of the compared OMol25 structures with the same formula, charge and spin, kJ/mol: 343.33
LUMO level (alpha / beta), eV: -6.2 / -4.4
HOMO energy (alpha / beta), eV: -11.21 / -11.80
Net charge: +1
Orbital gap (alpha / beta), eV: 4.9560 / 7.4271
Max |F|, eV Å⁻¹: 4.75
E, Ha: -1341.6487